{
  "formula": "C23H29F5NO2P2Ti",
  "method": "wB97M-V/def2-TZVPD",
  "species": ["C", "C", "N", "C", "C", "C", "C", "P", "Ti", "P", "C", "C", "C", "C", "C", "C", "C", "O", "O", "H", "H", "H", "C", "C", "H", "H", "H", "H", "C", "C", "H", "H", "H", "H", "H", "H", "H", "H", "H", "H", "H", "H", "H", "H", "H", "H", "H", "H", "H", "H", "H", "H", "F", "C", "C", "C", "F", "C", "F", "C", "F", "C", "F"],
  "coordinates": [[-0.501, 3.656, -1.958], [-0.677, 2.360, -1.419], [0.142, 1.992, -0.357], [1.186, 2.763, -0.001], [1.313, 4.071, -0.441], [0.484, 4.493, -1.484], [-1.776, 1.536, -1.736], [-2.083, -0.052, -0.931], [0.068, -0.098, 0.355], [2.481, 0.443, 0.910], [2.158, 2.204, 0.989], [0.132, -2.296, 0.248], [-1.007, -3.021, 0.617], [-0.961, -4.415, 0.730], [0.182, -5.122, 0.351], [1.247, -4.400, -0.185], [1.190, -3.006, -0.320], [-0.552, 1.198, -6.378], [1.438, -3.107, -4.574], [-1.120, 3.948, -2.803], [2.065, 4.700, 0.028], [0.552, 5.523, -1.802], [-3.700, 0.195, -0.089], [-2.569, -1.252, -2.263], [3.151, 2.631, 0.902], [1.803, 2.394, 1.996], [-1.277, 1.278, -5.725], [-2.569, 1.932, -2.391], [3.029, -0.153, 2.488], [3.873, 0.247, -0.235], [-1.963, -2.514, 0.765], [-1.837, -4.972, 1.055], [0.227, -6.209, 0.471], [2.129, -4.934, -0.522], [1.903, -2.507, -0.975], [1.032, 0.446, -1.079], [0.591, -3.183, -4.068], [1.567, -2.177, -4.845], [0.331, 1.215, -5.912], [1.668, -0.006, -0.826], [-4.481, 0.499, -0.793], [-4.056, -0.699, 0.433], [-3.595, 0.981, 0.662], [-3.407, -0.939, -2.919], [-1.656, -1.380, -2.866], [-2.845, -2.220, -1.803], [4.706, 0.782, 0.234], [4.141, -0.806, -0.414], [3.649, 0.700, -1.210], [3.904, 0.445, 2.765], [2.231, -0.020, 3.224], [3.277, -1.221, 2.436], [0.204, -1.614, 3.178], [-0.544, -0.472, 3.340], [-0.737, 0.425, 2.276], [-1.484, 1.582, 2.517], [-1.669, 2.538, 1.560], [-2.044, 1.836, 3.763], [-2.772, 2.949, 3.978], [-1.841, 0.934, 4.804], [-2.363, 1.187, 6.015], [-1.087, -0.223, 4.597], [-0.886, -1.061, 5.636]],
  "gap_ev": [6.702, 6.816],
  "spin_multiplicity": 2,
  "molar_mass_g_mol": 556.30,
  "lumo_energy_ev": [-0.20, -0.09],
  "s_squared": 0.7557,
  "total_energy_ha": -3130.411261
}



{
  "formula": "C23H29N3O3",
  "method": "wB97M-V/def2-TZVPD",
  "species": ["C", "N", "C", "C", "C", "N", "C", "O", "C", "C", "C", "O", "N", "C", "C", "O", "C", "C", "C", "C", "C", "C", "C", "C", "C", "C", "C", "C", "C", "H", "H", "H", "H", "H", "H", "H", "H", "H", "H", "H", "H", "H", "H", "H", "H", "H", "H", "H", "H", "H", "H", "H", "H", "H", "H", "H", "H", "H"],
  "coordinates": [[3.379, 0.444, 4.503], [3.637, -0.071, 3.180], [2.717, -1.106, 2.757], [1.214, -0.803, 2.894], [0.374, -1.817, 2.117], [0.585, -1.699, 0.694], [1.012, -2.717, -0.071], [1.244, -3.833, 0.351], [1.172, -2.361, -1.549], [-0.179, -2.372, -2.275], [-0.919, -1.052, -2.115], [-0.477, -0.149, -1.429], [-2.083, -0.922, -2.808], [-2.798, -2.000, -3.460], [-4.131, -2.180, -2.730], [-4.926, -1.025, -2.851], [-4.255, 0.164, -2.789], [-5.031, 1.318, -2.786], [-4.436, 2.563, -2.744], [-3.054, 2.667, -2.720], [-2.274, 1.527, -2.736], [-2.859, 0.266, -2.755], [3.965, 0.941, 2.187], [2.827, 1.837, 1.760], [2.073, 1.528, 0.633], [0.976, 2.292, 0.280], [0.623, 3.390, 1.048], [1.381, 3.723, 2.157], [2.476, 2.953, 2.510], [3.278, -0.398, 5.188], [2.472, 1.062, 4.576], [4.233, 1.044, 4.820], [2.940, -1.340, 1.714], [2.943, -2.001, 3.349], [0.997, 0.198, 2.517], [0.921, -0.841, 3.944], [-0.688, -1.662, 2.342], [0.651, -2.838, 2.393], [0.356, -0.817, 0.250], [1.635, -1.379, -1.652], [1.822, -3.115, -1.993], [-0.785, -3.190, -1.878], [-0.016, -2.546, -3.341], [-2.993, -1.717, -4.501], [-2.235, -2.928, -3.443], [-3.937, -2.394, -1.669], [-4.714, -2.998, -3.160], [-6.103, 1.206, -2.814], [-5.050, 3.450, -2.735], [-2.581, 3.636, -2.698], [-1.200, 1.608, -2.734], [4.771, 1.548, 2.612], [4.362, 0.414, 1.314], [2.348, 0.674, 0.030], [0.389, 2.019, -0.584], [-0.236, 3.986, 0.778], [1.119, 4.587, 2.752], [3.068, 3.225, 3.373]],
  "smiles": "CN(CCCNC(=O)CCC(=O)N1CCOc2ccccc21)Cc1ccccc1",
  "relative_energy_ev": 2.3723,
  "gap_ev": 8.560,
  "molar_mass_g_mol": 395.50,
  "lumo_energy_ev": 0.54,
  "total_energy_ha": -1283.848793
}



{
  "formula": "C23H29N3O4S",
  "method": "wB97M-V/def2-TZVPD",
  "species": ["C", "O", "C", "C", "C", "C", "N", "C", "C", "N", "C", "O", "C", "C", "C", "N", "S", "O", "O", "C", "C", "C", "C", "C", "C", "C", "C", "C", "C", "C", "C", "H", "H", "H", "H", "H", "H", "H", "H", "H", "H", "H", "H", "H", "H", "H", "H", "H", "H", "H", "H", "H", "H", "H", "H", "H", "H", "H", "H", "H"],
  "coordinates": [[-4.452, -4.068, -1.430], [-3.269, -3.746, -0.743], [-3.109, -2.463, -0.297], [-4.030, -1.435, -0.452], [-3.756, -0.170, 0.035], [-2.551, 0.127, 0.675], [-2.324, 1.408, 1.170], [-1.129, 1.701, 1.919], [0.080, 1.964, 0.985], [-0.410, 2.536, -0.249], [-0.121, 2.187, -1.526], [-0.786, 2.628, -2.448], [1.081, 1.301, -1.855], [2.413, 1.732, -1.236], [3.532, 0.888, -1.856], [3.281, -0.526, -1.733], [3.991, -1.360, -0.491], [5.302, -0.808, -0.315], [3.845, -2.754, -0.786], [3.056, -1.027, 1.011], [2.059, -1.902, 1.395], [1.359, -1.662, 2.567], [1.659, -0.545, 3.334], [2.665, 0.324, 2.941], [3.375, 0.079, 1.777], [2.004, -0.981, -2.222], [0.840, -0.194, -1.612], [-1.549, 3.408, -0.027], [-2.762, 2.558, 0.396], [-1.647, -0.925, 0.850], [-1.920, -2.189, 0.375], [-5.335, -3.934, -0.796], [-4.360, -5.118, -1.700], [-4.565, -3.470, -2.340], [-4.975, -1.604, -0.943], [-4.511, 0.592, -0.076], [-0.906, 0.886, 2.607], [-1.338, 2.592, 2.519], [0.778, 2.659, 1.471], [0.599, 1.031, 0.788], [1.179, 1.425, -2.942], [2.416, 1.591, -0.156], [2.598, 2.787, -1.444], [3.623, 1.125, -2.922], [4.492, 1.076, -1.375], [1.862, -2.768, 0.783], [0.589, -2.348, 2.887], [1.116, -0.360, 4.249], [2.906, 1.183, 3.550], [4.189, 0.713, 1.464], [1.995, -0.867, -3.312], [1.938, -2.043, -1.984], [0.774, -0.423, -0.549], [-0.097, -0.503, -2.079], [-1.278, 4.135, 0.744], [-1.763, 3.934, -0.958], [-3.275, 2.215, -0.501], [-3.454, 3.168, 0.991], [-0.713, -0.772, 1.365], [-1.209, -2.989, 0.509]],
  "smiles": "COc1ccc(N2CCN(C(=O)C3CCN(S(=O)(=O)c4ccccc4)CC3)CC2)cc1",
  "relative_energy_ev": 2.2255,
  "gap_ev": 7.942,
  "molar_mass_g_mol": 443.57,
  "lumo_energy_ev": 0.46,
  "total_energy_ha": -1757.242142
}